Here is a 10-piece molecular cluster, C26H40Cl24N4 overall in a non-equilibrium geometry from the OMol25 dataset. Energies are from ωB97M-V/def2-TZVPD.

Last column: Mulliken charge in e.
Cartesian coordinates (Å):
Cl -24.01 -0.06 -13.77  -0.11
C -25.23 -1.29 -13.24  0.19
Cl -24.44 -2.84 -12.69  -0.09
Cl -26.12 -0.62 -11.90  -0.07
Cl -26.30 -1.62 -14.64  0.04
Cl -26.99 -10.93 -22.05  -0.09
C -27.96 -11.45 -20.56  0.28
Cl -27.07 -12.67 -19.58  -0.10
Cl -28.32 -10.12 -19.42  0.01
Cl -29.53 -12.18 -21.09  -0.10
Cl -27.38 -2.77 -19.99  0.09
C -28.11 -3.99 -18.95  -0.11
Cl -26.93 -5.38 -19.04  -0.05
Cl -28.27 -3.34 -17.25  0.14
Cl -29.69 -4.52 -19.59  0.00
Cl -29.51 -2.38 -13.21  -0.03
C -30.89 -1.34 -13.85  0.22
Cl -30.24 -0.59 -15.25  -0.08
Cl -32.29 -2.37 -14.34  -0.04
Cl -31.23 -0.06 -12.72  -0.09
Cl -32.36 -3.92 -17.20  -0.05
C -32.02 -5.48 -16.43  0.05
Cl -33.41 -5.89 -15.37  -0.09
Cl -31.95 -6.58 -17.76  -0.05
Cl -30.46 -5.39 -15.46  0.11
Cl -28.65 -0.61 -23.12  -0.08
C -29.10 0.79 -22.08  0.30
Cl -27.70 1.31 -21.13  -0.09
Cl -29.49 2.05 -23.20  -0.09
Cl -30.47 0.44 -21.00  -0.09
C -24.52 0.08 -21.96  0.38
C -23.14 0.03 -22.02  -1.04
C -22.80 0.59 -23.22  -0.48
N -23.90 0.93 -23.85  0.07
C -24.96 0.73 -23.04  -0.63
H -25.28 -0.29 -21.28  0.31
H -22.41 -0.34 -21.31  0.44
H -21.92 0.93 -23.75  0.45
H -24.03 1.44 -24.70  0.22
H -25.95 1.09 -23.29  0.30
C -28.75 -6.45 -23.25  -0.33
C -29.58 -5.41 -23.02  -0.32
C -30.87 -5.81 -23.25  -0.86
N -30.81 -7.13 -23.61  0.05
C -29.53 -7.53 -23.54  -0.74
H -27.68 -6.42 -23.18  0.58
H -29.23 -4.43 -22.74  0.61
H -31.81 -5.28 -23.32  0.40
H -31.58 -7.78 -23.77  0.20
H -29.31 -8.55 -23.81  0.41
C -22.98 -5.04 -21.93  -0.99
C -23.09 -5.48 -23.47  -0.59
N -22.49 -4.49 -24.36  -0.03
C -21.09 -4.18 -24.09  -0.42
C -20.13 -5.41 -24.20  -1.24
C -23.17 -3.15 -24.38  -0.31
C -24.66 -3.18 -24.08  -1.13
H -23.79 -5.58 -21.44  0.35
H -23.28 -4.01 -21.71  0.26
H -22.03 -5.11 -21.40  0.37
H -22.69 -6.49 -23.63  0.33
H -24.07 -5.82 -23.79  0.23
H -20.72 -3.38 -24.72  0.46
H -21.09 -3.89 -23.04  0.33
H -19.63 -5.38 -25.17  0.34
H -19.21 -5.41 -23.62  0.33
H -20.62 -6.36 -24.03  0.28
H -23.08 -2.69 -25.37  0.33
H -22.61 -2.43 -23.78  0.33
H -25.03 -2.15 -24.06  0.28
H -24.90 -3.65 -23.13  0.20
H -25.18 -3.73 -24.86  0.33
C -24.81 -5.12 -15.94  -0.64
C -25.06 -6.51 -15.31  -0.80
N -26.36 -6.63 -14.59  0.33
C -26.84 -7.99 -14.68  -0.84
C -27.63 -8.20 -16.05  -0.89
C -26.05 -6.37 -13.16  -0.56
C -27.25 -5.73 -12.52  -0.91
H -23.91 -5.31 -16.53  0.39
H -24.63 -4.25 -15.30  0.05
H -25.69 -4.92 -16.55  -0.02
H -24.95 -7.27 -16.09  0.57
H -24.17 -6.62 -14.69  0.36
H -26.05 -8.74 -14.63  0.34
H -27.45 -8.15 -13.79  0.51
H -28.61 -7.75 -16.21  0.17
H -27.01 -7.88 -16.90  0.17
H -27.78 -9.27 -16.18  0.39
H -25.22 -5.67 -13.02  0.34
H -25.78 -7.30 -12.66  0.37
H -27.23 -4.66 -12.73  0.03
H -27.14 -5.82 -11.44  0.40
H -28.17 -6.24 -12.79  0.30

HOMO energy (eV): -7.894
Net charge: 0
Electronic energy (eV): -334103.544
HOMO-LUMO gap (eV): 7.73
Multiplicity: 1
M (g/mol): 1259.5